Below is a cluster of 3 separate species, C27H39IN4O4 in total at a distorted geometry, with properties calculated with ωB97M-V/def2-TZVPD.

Results
Frontier orbital gap   0.2413 hartree
LUMO energy   -0.984 eV
Charge   0
Structure (SMILES)   C=CCc1cc(-c2ccncc2)c2c(c1C[C@H](C)I)C(=O)NC2=O.COC[C@@H](C)N.COC[C@@H](C)N

Cartesian coordinates (Å):
C -0.922 -0.453 -0.671
C -1.366 -0.031 0.651
C -2.924 0.323 0.971
C -3.887 -0.666 0.179
C -3.588 -2.209 0.292
C -4.421 -3.284 -0.466
C -4.165 -4.840 -0.414
C -4.183 -5.789 -1.654
C -3.981 -7.310 -1.624
N -3.739 -7.982 -0.397
C -3.675 -7.154 0.748
C -3.865 -5.637 0.912
C -5.582 -2.770 -1.347
C -5.881 -1.248 -1.454
C -5.074 -0.154 -0.719
C -5.427 1.387 -0.916
C -6.975 1.762 -0.702
C -7.426 2.603 -2.026
I -7.308 3.149 0.985
C -7.103 -1.189 -2.471
O -8.056 -0.396 -2.609
N -6.910 -2.427 -3.289
C -6.631 -3.507 -2.292
O -7.123 -4.647 -2.204
H -0.744 -1.564 -0.855
H -0.705 0.299 -1.504
H -0.575 0.092 1.468
H -3.084 0.212 2.111
H -3.047 1.428 0.711
H -2.714 -2.522 0.948
H -4.394 -5.310 -2.677
H -4.020 -7.951 -2.579
H -3.443 -7.711 1.732
H -3.788 -5.089 1.918
H -5.041 1.770 -1.932
H -4.839 1.985 -0.120
H -7.651 0.868 -0.502
H -7.161 1.958 -2.929
H -6.707 3.507 -2.064
H -8.525 2.912 -1.975
H -7.901 -2.668 -3.519
C 2.196 2.658 0.291
O 1.842 1.468 0.976
C 2.940 0.775 1.565
C 3.462 1.392 2.880
C 4.271 2.671 2.688
N 2.365 1.656 3.821
H 3.158 2.566 -0.222
H 2.209 3.500 0.986
H 1.423 2.864 -0.451
H 2.565 -0.230 1.789
H 3.748 0.650 0.833
H 4.132 0.654 3.336
H 3.644 3.548 2.517
H 4.859 2.883 3.586
H 4.966 2.577 1.850
H 1.900 0.776 4.039
H 1.653 2.188 3.319
C 10.250 1.335 -0.155
O 9.891 2.535 0.511
C 8.924 3.327 -0.173
C 7.472 2.814 -0.059
C 7.178 1.580 -0.908
N 7.112 2.528 1.336
H 10.278 1.462 -1.241
H 9.563 0.534 0.121
H 11.243 1.042 0.187
H 8.971 4.315 0.296
H 9.218 3.465 -1.222
H 6.820 3.616 -0.422
H 7.548 0.658 -0.458
H 6.099 1.454 -1.029
H 7.616 1.675 -1.905
H 7.196 3.387 1.879
H 7.841 1.926 1.723